--- i ---
Below is C2H4INOS as an isolated structure, with properties calculated with ωB97M-V/def2-TZVPD.

CARTESIAN COORDINATES (ANGSTROEM)
I1 1.58 -0.95 1.26
S1 -0.81 -3.13 -0.23
O1 -0.57 1.14 -0.30
N1 -0.40 -0.76 0.98
C1 0.61 1.57 -0.60
C2 -1.15 -1.56 0.23
H1 1.24 0.70 -0.03
H2 -2.19 -1.14 0.26
H3 0.88 1.54 -1.58
H4 0.81 2.59 0.00

Computed properties:
**Kohn-Sham gap (alpha / beta)**: 5.9 / 5.9 eV
**E_HOMO (alpha / beta)**: -8.7401 / -8.7387 eV
**2S+1**: 1

And the Löwdin charges, in e, turn out to be: I 1.08; S 0.54; O -0.11; N -0.52; C -0.29; C -0.91; H -0.08; H 0.09; H 0.05; H 0.14


--- ii ---
Below is C2H4INOS as an isolated structure, with properties calculated with ωB97M-V/def2-TZVPD.

CARTESIAN COORDINATES (ANGSTROEM)
I1 1.00 -0.31 -2.40
S1 -0.76 1.44 0.88
O1 0.81 1.00 0.98
N1 -0.10 -0.73 -0.71
C1 -1.06 0.18 -0.49
C2 1.04 -0.30 1.00
H1 -2.00 -0.36 -0.07
H2 0.59 -0.90 1.77
H3 -1.36 0.75 -1.37
H4 1.84 -0.75 0.43

Computed properties:
**Kohn-Sham gap**: 8.3 eV
**E_HOMO**: -8.4228 eV
**2S+1**: 1

And the Löwdin charges, in e, turn out to be: I 0.76; S 0.91; O -0.54; N -0.57; C -0.73; C -0.12; H 0.10; H 0.10; H 0.03; H 0.07


Out of the structures above, which one is the least stable? Solution: i.